1.
{"formula": "C40H56N4O10S", "method": "ωB97M-V/def2-TZVPD", "species": ["C", "C", "C", "C", "C", "C", "N", "O", "O", "H", "H", "H", "H", "H", "C", "C", "C", "C", "C", "C", "N", "O", "O", "H", "H", "H", "H", "H", "C", "C", "C", "C", "C", "C", "N", "O", "O", "H", "H", "H", "H", "H", "C", "C", "C", "C", "C", "C", "N", "O", "O", "H", "H", "H", "H", "H", "C", "C", "C", "C", "C", "C", "H", "H", "H", "H", "H", "H", "H", "H", "H", "H", "H", "H", "H", "H", "C", "C", "C", "C", "C", "C", "H", "H", "H", "H", "H", "H", "H", "H", "H", "H", "H", "H", "H", "H", "C", "C", "C", "S", "O", "O", "C", "H", "H", "H", "H", "H", "H", "H", "H"], "coordinates": [[-8.457, 3.604, -2.904], [-7.164, 3.332, -2.374], [-6.931, 2.111, -1.771], [-7.790, 1.092, -1.640], [-9.070, 1.334, -2.172], [-9.370, 2.554, -2.823], [-7.421, -0.111, -0.877], [-8.306, -0.992, -0.849], [-6.262, -0.271, -0.571], [-8.699, 4.521, -3.422], [-6.478, 4.132, -2.609], [-5.969, 1.936, -1.312], [-9.849, 0.591, -2.093], [-10.370, 2.606, -3.230], [-4.393, -1.602, 1.646], [-3.303, -1.108, 2.235], [-3.339, -0.927, 3.581], [-4.541, -1.098, 4.306], [-5.729, -1.639, 3.704], [-5.583, -1.865, 2.331], [-4.683, -0.690, 5.732], [-5.762, -0.721, 6.257], [-3.654, -0.307, 6.279], [-4.293, -2.057, 0.672], [-2.419, -1.074, 1.616], [-2.489, -0.656, 4.190], [-6.608, -1.978, 4.231], [-6.423, -2.304, 1.813], [-2.109, 4.534, -3.652], [-3.503, 4.463, -3.936], [-4.099, 3.251, -4.206], [-3.348, 2.077, -4.060], [-1.973, 2.149, -3.724], [-1.353, 3.401, -3.492], [-3.945, 0.722, -4.262], [-5.106, 0.566, -3.884], [-3.211, -0.197, -4.713], [-1.734, 5.540, -3.539], [-4.009, 5.398, -4.127], [-5.097, 3.088, -4.585], [-1.262, 1.336, -3.699], [-0.320, 3.360, -3.180], [-0.752, 2.286, 5.364], [-0.324, 3.230, 6.337], [0.947, 3.769, 6.232], [1.825, 3.323, 5.195], [1.465, 2.187, 4.391], [0.159, 1.688, 4.460], [3.160, 3.891, 4.966], [3.892, 3.458, 4.074], [3.543, 4.797, 5.725], [-1.745, 1.931, 5.599], [-0.953, 3.606, 7.131], [1.210, 4.589, 6.884], [2.105, 1.551, 3.796], [-0.087, 0.847, 3.829], [7.804, -4.522, -4.010], [6.610, -4.355, -3.034], [5.368, -3.689, -3.630], [4.003, -3.651, -2.821], [2.737, -3.182, -3.567], [1.483, -3.365, -2.733], [8.520, -5.200, -3.546], [8.325, -3.590, -4.227], [7.436, -5.001, -4.917], [6.466, -5.321, -2.551], [6.986, -3.672, -2.272], [5.274, -4.286, -4.537], [5.729, -2.716, -3.963], [3.852, -4.705, -2.588], [4.038, -3.131, -1.864], [2.939, -2.119, -3.693], [2.757, -3.754, -4.495], [1.335, -4.428, -2.538], [1.654, -2.791, -1.823], [0.583, -2.913, -3.149], [2.891, -0.427, 0.000], [2.092, 0.944, 0.204], [0.532, 0.725, 0.037], [-0.350, 1.860, 0.534], [-1.877, 1.631, 0.190], [-2.723, 2.861, 0.501], [2.250, -1.212, 0.401], [3.915, -0.462, 0.374], [3.022, -0.483, -1.081], [2.227, 1.361, 1.202], [2.401, 1.653, -0.564], [0.219, -0.254, 0.398], [0.317, 0.761, -1.031], [-0.281, 1.858, 1.621], [-0.118, 2.832, 0.098], [-2.078, 1.504, -0.873], [-2.193, 0.708, 0.677], [-3.800, 2.714, 0.579], [-2.607, 3.260, 1.509], [-2.519, 3.676, -0.193], [8.244, -3.327, 1.455], [7.604, -2.480, 0.230], [6.781, -1.400, 0.792], [5.974, -2.091, 2.312], [4.696, -2.706, 2.015], [6.077, -1.050, 3.346], [7.151, -3.504, 2.521], [9.101, -2.862, 1.942], [8.675, -4.315, 1.293], [6.855, -3.185, -0.132], [8.267, -2.069, -0.531], [5.914, -0.965, 0.295], [7.367, -0.523, 1.066], [6.618, -4.434, 2.328], [7.437, -3.463, 3.572]], "atomic_forces_ev_per_a": [[0.970, -1.834, 0.496], [-2.432, 0.891, -1.442], [3.395, 1.247, 0.776], [-2.786, 0.871, -0.202], [-0.034, -0.046, -0.124], [0.013, -0.948, 0.703], [-1.312, -1.779, -2.177], [1.372, 1.351, 0.736], [-0.348, 0.229, 0.605], [0.055, 0.076, 0.097], [0.763, -0.372, 0.780], [0.377, 0.139, -0.131], [0.044, -0.103, -0.024], [-0.045, 0.303, -0.068], [-2.493, -1.796, -1.148], [1.555, -0.320, 0.027], [-0.795, 0.904, 2.929], [-1.726, -0.715, -0.936], [2.513, 0.616, -0.855], [-0.473, -0.096, 0.721], [1.980, 0.104, -0.467], [-0.629, -0.181, 0.034], [-0.324, -0.076, -0.041], [-0.249, 0.591, -0.458], [0.354, 0.245, 0.477], [0.179, 0.263, -0.177], [0.056, 0.481, 0.195], [0.068, -0.091, -0.233], [-1.583, 0.687, 0.322], [1.429, -0.055, -0.732], [0.013, -1.423, 0.135], [2.056, 0.058, 0.230], [-0.301, 0.794, -0.282], [-1.049, -1.342, -0.230], [0.569, -1.566, -0.078], [1.248, 0.300, -0.711], [-1.643, 2.345, 0.978], [0.419, -0.064, 0.133], [-0.259, -0.050, 0.145], [-0.285, 0.481, 0.237], [-0.687, -0.648, 0.089], [0.093, 0.434, -0.181], [0.641, -0.140, 1.570], [0.623, -0.499, -1.708], [1.086, 0.169, -1.425], [-1.100, -1.821, -0.328], [-0.790, 0.606, 1.051], [-0.202, 1.449, 1.165], [1.942, 1.038, 0.752], [-1.496, 0.015, 0.677], [-1.047, -1.007, -0.702], [-0.232, -0.426, -0.796], [-0.297, -0.212, -0.143], [0.417, -0.058, -0.045], [0.708, 0.835, -0.166], [-0.280, -0.020, 0.097], [-0.826, -0.309, 0.345], [0.893, 0.863, 0.893], [-0.233, -0.288, -0.244], [0.844, -1.179, -0.361], [1.474, 0.149, 0.178], [0.380, 0.324, 0.020], [0.105, 0.025, -0.078], [-0.212, 0.029, -0.173], [0.251, 0.108, -0.261], [-0.533, -0.012, -0.031], [-0.007, -0.207, 0.463], [-0.924, 0.193, -0.380], [-0.384, 0.334, -0.024], [-0.136, -0.215, 0.378], [0.476, 0.146, 0.058], [-0.422, 0.146, -0.788], [-0.460, 0.441, -0.326], [-0.239, 0.112, 0.274], [-0.094, -0.394, 0.433], [0.042, -0.260, -0.400], [-1.005, 1.874, -0.431], [-0.731, -1.395, 0.210], [0.997, 0.855, -1.316], [-1.587, -0.779, 0.153], [0.592, 0.435, 0.035], [-0.431, 0.266, 1.287], [0.524, -0.304, -0.125], [-0.379, 0.171, 0.556], [-0.298, -0.636, -0.141], [0.386, 0.091, -0.012], [0.140, 0.212, 0.299], [-0.054, 0.045, 0.262], [0.194, -0.695, -0.395], [-0.007, 0.682, 0.129], [0.578, 0.017, 0.226], [0.631, -0.488, -0.275], [-0.284, 0.285, 0.097], [-0.180, -0.502, -0.859], [0.838, 0.079, 0.199], [-0.015, -0.045, -0.077], [0.366, 1.068, 0.604], [-0.151, -2.215, 0.842], [-0.956, 1.462, 1.999], [0.870, 0.655, 0.423], [0.251, 0.550, -0.091], [-0.152, -1.609, -0.996], [-0.485, 0.643, -0.224], [-0.059, 0.797, -0.244], [-0.446, -0.049, -1.041], [0.408, -0.201, -0.965], [0.171, -0.650, 0.060], [0.154, -0.581, -0.793], [0.082, -0.119, 0.541], [-0.381, 0.287, 0.126], [0.383, -0.048, -0.181]], "mulliken_charge": [-0.627, -0.488, 0.155, -0.343, -0.373, -0.405, 1.004, -0.594, -0.506, 0.411, 0.434, 0.542, 0.422, 0.366, -0.846, -0.114, -0.538, 0.166, -0.636, -0.302, 0.970, -0.594, -0.606, 0.387, 0.718, 0.490, 0.449, 0.430, -0.583, -0.531, -0.564, 0.125, -0.197, -0.356, 0.901, -0.508, -0.579, 0.373, 0.443, 0.549, 0.463, 0.453, -0.404, -0.596, -0.362, -0.329, -0.216, -0.151, 0.951, -0.569, -0.598, 0.392, 0.403, 0.429, 0.536, 0.536, -1.384, 0.101, -0.638, -0.481, -0.411, -0.972, 0.390, 0.318, 0.360, 0.470, -0.313, 0.266, 0.315, 0.333, 0.234, 0.268, 0.378, 0.344, 0.090, 0.348, -0.583, -0.691, -0.420, -0.044, 1.133, -1.507, 0.442, -0.175, 0.256, 0.244, 0.374, 0.308, 0.076, -0.161, 0.363, 0.004, -0.737, 0.361, 0.380, 0.301, -0.910, -0.182, -0.422, 1.110, -0.598, -0.657, -0.708, 0.332, 0.389, -0.008, 0.475, 0.100, 0.368, 0.334, 0.453], "total_energy_ev": -79644.1702, "molar_mass_g_mol": 784.973, "smiles": "O=[N+]([O-])c1ccccc1.O=[N+]([O-])c1ccccc1.O=[N+]([O-])c1ccccc1.O=[N+]([O-])c1ccccc1.O=S1(=O)CCCC1.CCCCCC.CCCCCC", "gap_ev": 9.02, "e_above_lowest_kj_mol": 0.0}

2.
{"formula": "C12H14N2P", "method": "ωB97M-V/def2-TZVPD", "species": ["C", "C", "C", "C", "C", "C", "C", "C", "C", "C", "C", "C", "N", "N", "P", "H", "H", "H", "H", "H", "H", "H", "H", "H", "H", "H", "H", "H", "H"], "coordinates": [[-0.641, 2.925, 1.559], [0.261, 2.939, 0.472], [-1.381, 1.788, 1.814], [1.172, -2.409, 2.664], [1.302, -3.810, 2.327], [0.304, 1.832, -0.338], [-1.314, 0.662, 1.030], [0.623, -1.484, 1.808], [0.888, -4.142, 1.049], [-0.422, 0.700, -0.047], [0.316, -1.908, 0.502], [0.085, 1.932, -4.438], [0.443, -3.241, 0.199], [-1.258, 2.061, -4.397], [0.078, -0.904, -0.905], [-0.661, 3.704, 2.335], [0.812, 3.905, 0.256], [-1.950, 1.701, 2.732], [1.240, -2.119, 3.686], [1.665, -4.472, 3.059], [1.143, 1.908, -1.030], [-1.607, -0.336, 1.267], [0.561, -0.501, 2.032], [0.951, -5.112, 0.617], [0.394, 1.754, -3.449], [0.466, 1.577, -5.447], [-1.790, 2.151, -3.525], [0.066, -3.564, -0.643], [-1.750, 2.464, -5.189]], "atomic_forces_ev_per_a": [[0.831, 0.346, 0.169], [-1.373, 2.331, 1.062], [-0.678, -0.462, 1.084], [-1.575, -0.753, -0.346], [-0.836, 2.043, -1.709], [1.250, 1.039, -0.266], [1.654, 0.495, -1.363], [1.161, -4.008, -0.283], [1.462, -0.991, 2.279], [0.452, -1.970, -0.638], [0.299, 0.788, -1.631], [-5.556, -1.887, -1.385], [-0.230, 1.579, 1.333], [3.049, 1.415, -0.383], [-0.866, 0.995, -0.051], [0.011, -0.106, -0.746], [-0.386, -1.543, 0.276], [-0.142, 0.345, 0.023], [0.812, 0.197, 0.657], [0.319, -0.950, 0.380], [-0.314, -0.775, -0.454], [-1.142, -0.101, 0.498], [-0.267, 2.745, 0.844], [-0.007, -0.831, 0.162], [1.760, -0.208, 0.976], [0.289, 1.390, 1.420], [0.609, -0.054, 0.051], [-0.458, -0.277, -1.545], [-0.127, -0.791, -0.415]], "mulliken_charge": [-0.457, -0.582, -0.354, -0.511, -0.707, -0.418, -0.737, -0.346, -0.218, 0.152, 0.420, 0.022, -0.099, -0.169, -0.337, 0.351, 0.321, 0.352, 0.383, 0.437, 0.506, 0.716, 0.463, 0.400, 0.249, 0.303, 0.290, 0.279, 0.293], "total_energy_ev": -24929.8121, "molar_mass_g_mol": 217.232, "gap_ev": [2.87, 2.87], "total_charge": 1, "e_above_lowest_kj_mol": 141.2}